98
Properties=species:S:1:pos:R:3:mulliken_charge:R:1 method="wB97M-V/def2-TZVPD" relative_energy_kcal_mol=3.83 orbital_gap_ev=7.26 charge=+3 lumo_ev=-6.84 homo_energy_ev=-14.10
La -0.2371 0.6810 -1.4383 1.1585
F 0.7857 0.3522 6.1368 -0.3376
C 0.1273 -0.5038 5.3354 0.4325
C 0.1098 -0.2333 4.0010 -0.7477
C -0.5925 -1.0530 3.1097 0.7287
C -0.7126 -0.7138 1.7122 1.1724
O -0.0655 0.2154 1.1560 -0.9002
C -1.6373 -1.5267 0.9748 -0.3082
C -2.1245 -2.6855 1.4850 -0.1983
N -1.8976 -3.0596 2.7612 0.2103
C -2.3471 -4.3688 3.2021 -0.4285
C -2.0140 -5.5496 2.3412 -0.9069
C -1.3074 -5.3561 3.6457 -0.4126
C -1.2296 -2.1991 3.6227 -0.0965
C -1.1855 -2.4615 4.9953 -0.7637
C -0.5457 -1.6153 5.8967 -0.5250
N -0.5785 -1.8805 7.2646 0.1558
C -1.7753 -2.4183 7.8957 -0.6626
C -1.3823 -3.5790 8.8188 -0.7631
N -0.0126 -3.3038 9.3725 -0.1166
C 0.1905 -1.8388 9.5906 -0.8115
C 0.2532 -1.1441 8.2231 -0.7336
C -1.7810 -0.9687 -0.4010 0.6500
O -2.3082 0.1653 -0.5263 -0.6289
O -1.0794 -1.4485 -1.3401 -0.6354
H 0.6204 0.6450 3.6279 0.5712
H -2.7329 -3.3570 0.8943 0.6825
H -3.3052 -4.3553 3.7078 0.4520
H -1.4496 -5.3730 1.4354 0.3225
H -2.7496 -6.3363 2.2562 0.2748
H -0.2731 -5.0394 3.6169 0.2460
H -1.5470 -6.0181 4.4661 0.3015
H -1.6664 -3.3580 5.3572 0.6975
H -2.4897 -2.7685 7.1590 0.4272
H -2.2774 -1.6329 8.4709 0.3449
H -1.3456 -4.5270 8.2864 0.4352
H -2.0843 -3.6677 9.6458 0.3837
H 0.6865 -3.6208 8.6989 0.3805
H 0.1354 -3.8290 10.2348 0.3566
H 1.1162 -1.6750 10.1370 0.4025
H -0.6332 -1.4790 10.2033 0.3607
H 1.2811 -1.1336 7.8672 0.5322
H -0.0652 -0.1066 8.3531 0.4176
C -1.5555 3.6226 -0.3253 -0.5917
C -2.2919 4.9925 -0.4149 -0.8951
N -2.5240 5.3296 -1.8080 -0.0693
C -1.2587 5.4510 -2.5083 -0.9985
C -0.4933 4.0975 -2.4398 0.8978
N -1.3078 3.0994 -1.6983 0.3564
C -2.6194 2.9444 -2.3871 -0.5936
C -3.3548 4.3160 -2.4325 -0.8736
H -2.1621 2.8899 0.2122 0.3733
H -0.5949 3.7322 0.1847 0.4874
H -1.7019 5.7862 0.0427 0.2927
H -3.2522 4.9471 0.0981 0.3556
H -0.6780 6.2530 -2.0526 0.2745
H -1.4528 5.7273 -3.5452 0.4181
H 0.4654 4.2085 -1.9293 0.5543
H -0.3104 3.7166 -3.4427 -1.0956
H -3.2110 2.2106 -1.8376 0.4665
H -2.4374 2.5688 -3.3989 0.4080
H -4.3008 4.2639 -1.8945 0.3200
H -3.5698 4.6113 -3.4594 0.3045
S 2.4446 1.2434 -1.6874 -0.6693
Sb 2.4184 0.7292 -3.9643 1.6883
C 1.2483 -1.0547 -4.1108 0.7134
C 1.2285 -1.9121 -3.0120 -0.7922
C 0.5609 -3.1263 -3.1142 -0.6298
C -0.0802 -3.4698 -4.2933 -0.6125
C -0.0482 -2.6159 -5.3892 -0.7408
C 0.6251 -1.4073 -5.3073 -0.8373
C 4.3014 0.5705 -4.9318 0.8097
C 5.4764 0.5518 -4.1959 -0.6298
C 6.6818 0.4711 -4.8785 -0.5261
C 6.6937 0.4084 -6.2650 -0.4988
C 5.5056 0.4238 -6.9852 -0.6711
C 4.2928 0.5082 -6.3199 -0.4016
C 1.4036 2.3157 -4.9383 0.7077
C 2.0423 3.5523 -4.9225 -0.9736
C 1.4432 4.6365 -5.5452 -0.6519
C 0.2222 4.4774 -6.1925 -0.6463
C -0.4121 3.2430 -6.2022 -0.6763
C 0.1752 2.1526 -5.5720 -0.2729
H 1.7907 -1.6817 -2.1114 0.7502
H 0.5539 -3.8050 -2.2726 0.4931
H -0.5982 -4.4167 -4.3688 0.4389
H -0.5338 -2.8964 -6.3144 0.4550
H 0.6815 -0.7610 -6.1751 0.4437
H 5.4561 0.6040 -3.1140 0.3577
H 7.6106 0.4583 -4.3245 0.4093
H 7.6372 0.3527 -6.7912 0.4110
H 5.5207 0.3734 -8.0655 0.4162
H 3.3649 0.5332 -6.8805 0.3216
H 3.0006 3.6669 -4.4271 0.4885
H 1.9306 5.6023 -5.5300 0.4697
H -0.2213 5.3179 -6.7100 0.4696
H -1.3590 3.1253 -6.7135 0.4794
H -0.3199 1.1873 -5.5910 0.3955


93
Properties=species:S:1:pos:R:3:mulliken_charge:R:1 method="wB97M-V/def2-TZVPD" relative_energy_kcal_mol=0.00 orbital_gap_ev=6.59 charge=-1 lumo_ev=2.61 homo_energy_ev=-3.98
Pt 0.0112 -0.0402 0.3934 0.7644
C -2.6583 -4.0954 -0.9924 -1.1555
Si -1.4674 -3.1733 0.1497 -0.1865
C 0.1713 -4.0689 0.0432 -0.8411
C -2.1154 -3.3075 1.9080 -0.8738
N -1.2985 -1.5444 -0.3403 0.1576
P -2.3416 -0.3369 -0.7354 1.0169
C -1.7374 1.0756 -0.1143 -0.7645
P -0.7460 2.4002 -0.2253 0.5458
N 0.7672 1.9541 0.2539 0.2916
Si 2.0107 2.6712 1.1851 -0.1112
C 3.6460 1.8284 0.8395 -0.7641
C 1.6536 2.5680 3.0236 -0.8234
C 2.2325 4.4889 0.7224 -1.1662
C -0.6294 3.1519 -1.8798 0.0971
C 0.5633 3.1126 -2.5917 -0.6395
C 0.6127 3.5819 -3.8988 -0.6990
C -0.5292 4.0908 -4.4996 -0.5297
C -1.7266 4.1258 -3.7944 -0.7202
C -1.7765 3.6540 -2.4929 -0.1057
C -1.3548 3.7742 0.8155 0.3059
C -1.9341 3.4418 2.0389 -0.7359
C -2.3570 4.4341 2.9089 -0.6810
C -2.2157 5.7721 2.5589 -0.4914
C -1.6481 6.1108 1.3398 -0.6492
C -1.2153 5.1148 0.4731 -0.4590
C -2.5906 -0.3580 -2.5379 0.2699
C -3.5563 0.4614 -3.1197 -0.2642
C -3.6690 0.5422 -4.4985 -0.7459
C -2.8082 -0.1887 -5.3085 -0.4941
C -1.8391 -0.9990 -4.7346 -0.7060
C -1.7297 -1.0839 -3.3527 -0.5390
C -4.0070 -0.6929 -0.0733 0.1895
C -4.2972 -0.2451 1.2138 -0.6974
C -5.5088 -0.5585 1.8097 -0.5608
C -6.4480 -1.3153 1.1189 -0.5024
C -6.1712 -1.7538 -0.1678 -0.6925
C -4.9544 -1.4433 -0.7614 -0.5232
H -2.5297 -5.1745 -0.8666 0.4232
H -2.4626 -3.8571 -2.0414 0.2911
H -3.7023 -3.8596 -0.7791 0.2731
H 0.0163 -5.1329 0.2479 0.4486
H 0.9011 -3.6819 0.7556 0.0869
H 0.6038 -3.9712 -0.9556 0.2394
H -2.1155 -4.3392 2.2711 0.4104
H -3.1353 -2.9182 1.9760 0.2955
H -1.4811 -2.7145 2.5723 0.1679
H 3.6323 0.7834 1.1512 0.0164
H 4.4494 2.3428 1.3757 0.3874
H 3.8777 1.8534 -0.2286 0.2664
H 1.4809 1.5255 3.3016 0.0866
H 0.7539 3.1388 3.2703 0.2624
H 2.4805 2.9505 3.6287 0.4086
H 2.2277 4.6229 -0.3632 0.3067
H 3.1938 4.8522 1.0980 0.4378
H 1.4494 5.1204 1.1451 0.2636
H 1.4402 2.6941 -2.1124 0.4390
H 1.5444 3.5447 -4.4500 0.4187
H -0.4909 4.4537 -5.5195 0.3683
H -2.6223 4.5126 -4.2654 0.4032
H -2.7133 3.6648 -1.9456 0.4643
H -2.0457 2.3916 2.2841 0.4211
H -2.7995 4.1662 3.8605 0.4187
H -2.5498 6.5487 3.2361 0.3769
H -1.5377 7.1522 1.0624 0.3984
H -0.7643 5.3853 -0.4740 0.4468
H -4.2187 1.0414 -2.4856 0.4718
H -4.4216 1.1815 -4.9440 0.4047
H -2.8908 -0.1206 -6.3864 0.3684
H -1.1624 -1.5636 -5.3644 0.4098
H -0.9693 -1.6985 -2.8857 0.4335
H -3.5533 0.3547 1.7258 0.2915
H -5.7236 -0.2119 2.8131 0.4186
H -7.3962 -1.5591 1.5823 0.3756
H -6.9030 -2.3387 -0.7117 0.4078
H -4.7422 -1.7881 -1.7667 0.5349
C 2.5131 -2.6874 4.7099 -0.5490
C 1.3554 -1.9114 4.4782 -1.0450
C 1.1040 -1.4177 3.2288 -0.8512
C 1.9793 -1.6569 2.1359 1.9335
C 1.6849 -1.1318 0.8301 0.0458
C 2.5946 -1.4414 -0.1626 -0.4737
C 3.7479 -2.2196 0.0663 -0.8922
C 4.0235 -2.7169 1.3094 -1.0094
C 3.1377 -2.4444 2.3785 1.0774
C 3.3771 -2.9446 3.6851 -0.9031
H 2.7108 -3.0791 5.7010 0.3668
H 0.6693 -1.7115 5.2927 0.4103
H 0.2193 -0.8241 3.0263 0.6386
H 2.4181 -1.0728 -1.1690 0.3599
H 4.4213 -2.4282 -0.7591 0.3423
H 4.9061 -3.3207 1.4918 0.3087
H 4.2667 -3.5429 3.8540 0.3801